(1)
Density functional theory data (ωB97M-V/def2-TZVPD) for a single C5H7NO2 molecule.

Computed properties:
Total energy in eV: -10880.601
Energy relative to the best compared isomer or geometry (same formula, charge and spin) in eV: 3.016
Structure (SMILES): Nc1occc1CO

Structure (ORCA input):
```
! RIJCOSX wB97M-V def2-TZVPD def2/J DEFGRID3
* xyz 0 1
C -0.98 -0.46 0.04
C -0.88 1.77 0.03
C 0.42 1.38 0.14
C 0.31 -0.10 0.25
C 1.63 -0.86 0.37
H -2.36 -1.62 -0.73
H -1.92 -2.17 0.65
H -1.29 2.81 0.15
H 1.36 1.93 0.46
H 1.52 -1.82 -0.08
H 2.21 -1.31 1.39
H 1.78 0.20 -1.15
N -1.51 -1.85 -0.15
O -1.68 0.63 -0.12
O 2.46 -0.05 -0.46
*
```

Results of the natural (NBO) charge analysis, in e, for atoms 1 through 6: C 0.4262; C 0.0610; C -0.3133; C -0.2022; C -0.0861; H 0.3641

(2)
Density functional theory data (ωB97M-V/def2-TZVPD) for a single C5H7NO2 molecule.

Computed properties:
Total energy in eV: -10878.359
Energy relative to the best compared isomer or geometry (same formula, charge and spin) in eV: 5.258
Structure (SMILES): C#C[C@@]1(O)CCON1

Structure (ORCA input):
```
! RIJCOSX wB97M-V def2-TZVPD def2/J DEFGRID3
* xyz 0 1
C 2.50 0.63 -0.90
C 1.60 0.23 -0.18
C -0.56 0.38 1.07
C -1.44 0.77 -0.09
C 0.49 -0.52 0.39
N -0.53 -1.07 -0.93
O -1.73 -0.45 -0.69
O 0.85 -1.62 1.16
H 3.09 0.99 -1.65
H -0.15 1.25 1.59
H -1.05 -0.24 1.84
H -2.36 1.45 0.11
H -0.88 1.48 -0.81
H -0.05 -0.91 -1.86
H 0.22 -2.36 0.95
*
```

Results of the natural (NBO) charge analysis, in e, for atoms 1 through 6: C -0.1864; C -0.0525; C -0.4762; C -0.0836; C 0.3189; N -0.3636

(3)
Density functional theory data (ωB97M-V/def2-TZVPD) for a molecular structure, C5H7NO2.

Computed properties:
Total energy in eV: -10880.743
Energy relative to the best compared isomer or geometry (same formula, charge and spin) in eV: 2.875

Structure (ORCA input):
```
! RIJCOSX wB97M-V def2-TZVPD def2/J DEFGRID3
* xyz 0 1
C 1.00 1.00 -0.60
C -0.06 0.87 0.18
C 1.57 -0.25 -0.21
C 0.30 -0.51 0.70
C -0.65 -1.61 0.42
N 1.39 1.99 -1.45
O -1.27 1.85 0.41
O 2.52 -0.88 -0.68
H 0.61 -0.60 1.84
H -0.41 -2.55 0.91
H -0.66 -1.58 -0.66
H -1.54 -1.23 0.84
H -2.07 1.55 -0.01
H 2.43 2.25 -1.52
H 0.77 2.71 -1.31
*
```

Results of the natural (NBO) charge analysis, in e, for atoms 1 through 6: C -0.0088; C 0.3017; C 0.5621; C -0.2980; C -0.6190; N -0.7942

(4)
Density functional theory data (ωB97M-V/def2-TZVPD) for a single C5H7NO2 molecule.

Computed properties:
Total energy in eV: -10878.260
Energy relative to the best compared isomer or geometry (same formula, charge and spin) in eV: 5.358
Structure (SMILES): C[C@@]1(C=O)CC=NO1

Structure (ORCA input):
```
! RIJCOSX wB97M-V def2-TZVPD def2/J DEFGRID3
* xyz 0 1
C 0.87 1.38 0.34
C 0.20 0.16 -0.19
C -0.59 -0.71 0.63
C -1.92 -0.98 0.17
C 1.41 -0.53 -0.91
H 1.30 1.16 1.32
H 0.05 2.16 0.33
H 1.76 1.98 -0.31
H 0.13 -1.57 1.13
H -0.86 0.11 1.44
H -2.80 -1.54 0.40
H 2.04 -0.35 -1.82
N -2.16 -0.13 -0.88
O -1.00 0.52 -1.20
O 1.57 -1.67 -0.43
*
```

Results of the natural (NBO) charge analysis, in e, for atoms 1 through 6: C -0.6640; C 0.1478; C -0.5205; C -0.0439; C 0.3703; H 0.2386

- What is the total energy in the fourth record?
  -10878.260 eV

Repeat the first record exactly.
Density functional theory data (ωB97M-V/def2-TZVPD) for a single C5H7NO2 molecule.

Computed properties:
Total energy in eV: -10880.601
Energy relative to the best compared isomer or geometry (same formula, charge and spin) in eV: 3.016
Structure (SMILES): Nc1occc1CO

Structure (ORCA input):
```
! RIJCOSX wB97M-V def2-TZVPD def2/J DEFGRID3
* xyz 0 1
C -0.98 -0.46 0.04
C -0.88 1.77 0.03
C 0.42 1.38 0.14
C 0.31 -0.10 0.25
C 1.63 -0.86 0.37
H -2.36 -1.62 -0.73
H -1.92 -2.17 0.65
H -1.29 2.81 0.15
H 1.36 1.93 0.46
H 1.52 -1.82 -0.08
H 2.21 -1.31 1.39
H 1.78 0.20 -1.15
N -1.51 -1.85 -0.15
O -1.68 0.63 -0.12
O 2.46 -0.05 -0.46
*
```

Results of the natural (NBO) charge analysis, in e, for atoms 1 through 6: C 0.4262; C 0.0610; C -0.3133; C -0.2022; C -0.0861; H 0.3641

Please write out number 1 again, unchanged.
Density functional theory data (ωB97M-V/def2-TZVPD) for a single C5H7NO2 molecule.

Computed properties:
Total energy in eV: -10880.601
Energy relative to the best compared isomer or geometry (same formula, charge and spin) in eV: 3.016
Structure (SMILES): Nc1occc1CO

Structure (ORCA input):
```
! RIJCOSX wB97M-V def2-TZVPD def2/J DEFGRID3
* xyz 0 1
C -0.98 -0.46 0.04
C -0.88 1.77 0.03
C 0.42 1.38 0.14
C 0.31 -0.10 0.25
C 1.63 -0.86 0.37
H -2.36 -1.62 -0.73
H -1.92 -2.17 0.65
H -1.29 2.81 0.15
H 1.36 1.93 0.46
H 1.52 -1.82 -0.08
H 2.21 -1.31 1.39
H 1.78 0.20 -1.15
N -1.51 -1.85 -0.15
O -1.68 0.63 -0.12
O 2.46 -0.05 -0.46
*
```

Results of the natural (NBO) charge analysis, in e, for atoms 1 through 6: C 0.4262; C 0.0610; C -0.3133; C -0.2022; C -0.0861; H 0.3641

- Number 2 is which compound?
  C5H7NO2